ORCA calculation (wB97M-V/def2-TZVPD) on a 12-piece molecular cluster, C66H63N9O24 overall at a distorted geometry.

Properties
* highest occupied orbital energy: -9.38 eV
* gap between HOMO and LUMO: 8.39 eV
* M: 1366.269 u
* charge: 0
* strongest force on any atom: 4.07 eV Å⁻¹
* SMILES string: O=[N+]([O-])c1ccccc1.O=[N+]([O-])c1ccccc1.O=[N+]([O-])c1ccccc1.O=[N+]([O-])c1ccccc1.O=[N+]([O-])c1ccccc1.O=[N+]([O-])c1ccccc1.O=[N+]([O-])c1ccccc1.O=[N+]([O-])c1ccccc1.O=[N+]([O-])c1ccccc1.O=C1CCCO1.O=C1CCCO1.O=C1CCCO1
* DFT total energy: -4850.50207 Ha

XYZ file:
```
162
Properties=species:S:1:pos:R:3:forces:R:3:mulliken_charge:R:1
O 14.039691 10.986979 17.759757 0.00 0.01 0.06 -0.38
C 14.279897 10.052473 17.054301 -0.10 -0.65 0.13 0.09
O 14.516149 8.792340 17.580803 0.19 0.67 -0.92 -0.44
C 14.968859 7.907551 16.519439 0.55 0.24 -0.37 -0.56
C 14.383868 8.541200 15.224209 0.73 -0.79 -1.00 -0.31
C 14.331762 10.034768 15.533626 0.81 -1.33 0.76 1.11
H 14.614384 6.898861 16.701564 -0.42 0.05 0.17 0.37
H 16.085466 7.807892 16.564842 -0.84 0.57 -0.22 0.21
H 13.354330 8.134676 15.051200 0.89 0.33 0.08 0.20
H 15.013423 8.378399 14.287262 -0.86 -0.21 1.28 0.17
H 13.425666 10.414388 15.119742 -0.34 1.00 -0.25 -0.41
H 15.261189 10.531297 15.209403 -0.59 0.20 0.03 -0.06
O 13.484571 14.835073 19.066965 -0.97 0.94 -0.38 -0.45
C 14.380352 14.135928 19.384689 1.99 -2.81 0.94 0.23
O 15.696259 14.491114 19.242920 -0.29 -0.39 0.16 -0.11
C 16.630406 13.402722 19.590893 1.64 1.72 -2.29 1.41
C 15.850304 12.267606 20.088620 -2.79 -0.95 0.16 -0.61
C 14.354252 12.740259 20.110198 1.27 2.08 0.56 -1.04
H 17.379479 13.800371 20.312440 -0.73 -0.10 -0.49 -0.50
H 17.182877 13.186781 18.601045 -0.72 0.21 1.61 -0.29
H 16.169125 11.983366 21.064383 0.22 -0.41 0.69 0.48
H 15.817411 11.406788 19.438784 0.59 -0.24 -0.21 0.01
H 14.009688 13.021247 21.096995 0.29 0.24 0.67 0.47
H 13.614657 12.028757 19.852013 -0.42 -0.53 -1.17 0.38
O 18.090048 19.021740 17.787944 1.57 0.67 -0.22 -0.44
C 17.010464 18.611439 18.031321 -1.24 -0.36 1.44 0.28
O 16.639616 18.273858 19.332260 -1.26 0.41 -2.02 -0.42
C 15.275112 17.641959 19.227018 2.64 -0.22 -0.72 -0.57
C 15.148524 17.215810 17.784516 -1.27 -1.27 -0.22 3.09
C 15.929437 18.251280 17.050807 0.41 -0.56 -0.57 0.40
H 14.531178 18.285868 19.580951 -0.97 1.09 0.59 0.25
H 15.457604 16.794505 19.806839 -0.61 -1.25 1.31 0.31
H 14.066468 17.168766 17.461404 1.41 -0.13 0.40 -1.71
H 15.632137 16.215357 17.688338 -0.54 0.72 -0.04 -1.06
H 15.253622 19.025933 16.743821 0.04 0.98 0.03 0.37
H 16.421961 17.865237 16.158102 -0.05 0.14 0.01 -0.44
C 19.192453 16.555750 19.866651 0.06 1.78 -0.88 -0.59
C 19.358793 15.988313 21.074264 -0.43 -2.49 3.07 -0.77
C 19.785050 14.633041 21.227487 0.20 1.17 -0.93 -0.47
C 20.066299 13.976068 20.034161 -0.47 -0.57 0.10 -0.08
C 19.832694 14.550614 18.793594 0.43 -0.79 -1.07 -0.35
C 19.418542 15.844922 18.707079 -0.01 0.52 0.74 0.13
N 20.463343 12.541295 20.087810 1.28 0.18 0.06 1.13
O 20.995840 11.994852 19.134700 -0.67 0.70 -0.16 -0.65
O 20.352166 12.013276 21.168741 -0.46 -0.38 0.58 -0.64
H 18.952207 17.613812 19.769374 -0.29 -0.33 0.18 0.45
H 18.958706 16.397211 22.013506 0.64 0.56 -0.57 0.34
H 19.948990 14.194601 22.215868 -0.22 0.03 -0.57 0.51
H 19.971367 14.017918 17.854450 0.12 -0.30 0.45 0.38
H 19.251740 16.386790 17.810764 -0.03 -0.08 -1.01 0.50
C 10.096087 9.319238 13.857794 -1.44 0.63 0.90 -0.72
C 11.224828 9.327582 13.075143 -0.66 -1.25 -0.30 -0.44
C 11.865284 10.484559 12.774485 -0.35 2.14 -0.04 -0.40
C 11.326199 11.681810 13.254976 1.43 -1.05 -0.13 0.33
C 10.270942 11.701368 14.114985 0.05 1.52 -0.84 -0.59
C 9.616158 10.545945 14.361022 0.00 -1.32 0.37 -0.49
N 12.044807 12.938197 13.003631 0.34 -1.75 0.36 0.96
O 11.549661 13.916206 13.470415 -0.41 1.89 0.14 -0.57
O 13.121834 12.858344 12.455401 0.30 0.43 -0.51 -0.48
H 9.550919 8.382678 14.043481 0.31 0.54 -0.06 0.40
H 11.466306 8.401722 12.594243 0.64 -0.33 -0.06 0.48
H 12.705591 10.580615 12.141070 0.82 -0.34 -0.54 0.53
H 9.915352 12.663076 14.451494 -0.07 -0.05 0.28 0.55
H 8.772719 10.734792 14.978322 -0.88 -0.96 0.47 0.45
C 19.225769 13.054703 12.855478 -1.89 0.34 0.31 -1.41
C 19.513301 11.684589 13.002925 0.14 0.68 -0.86 -0.74
C 18.586200 10.700908 12.694240 -0.72 1.08 -0.19 -0.71
C 17.295282 11.134996 12.342288 1.26 0.22 0.42 -0.52
C 16.916647 12.477399 12.328705 1.44 -0.21 0.73 0.35
C 17.878150 13.474728 12.647827 0.70 -2.74 -0.86 -0.51
N 16.334496 10.117112 11.922166 0.25 0.97 0.01 1.08
O 15.179733 10.467647 11.847964 -0.91 -0.11 -0.06 -0.50
O 16.751976 9.024459 11.645052 0.15 -0.93 -0.09 -0.66
H 19.964817 13.854841 12.895599 0.13 -0.52 0.33 0.66
H 20.523837 11.380647 13.185437 0.40 -0.04 0.22 0.50
H 18.872870 9.664152 12.641461 -0.14 -0.11 0.16 0.61
H 15.911676 12.656044 12.041347 -0.75 0.61 -0.06 0.98
H 17.603581 14.496583 12.575071 -0.03 0.61 -0.06 0.86
C 9.238837 14.524698 17.247921 1.08 -0.38 0.25 -0.68
C 8.830271 15.270464 16.196947 -0.53 1.58 -1.08 -0.49
C 9.520739 16.400111 15.795875 1.92 -0.10 -0.59 -0.60
C 10.723668 16.700852 16.463637 -0.86 -0.83 -0.22 0.09
C 11.200186 15.878976 17.477902 -0.26 0.58 -0.22 -0.37
C 10.483191 14.746041 17.817094 -0.85 0.76 0.44 -0.46
N 11.505292 17.886195 16.084019 0.04 0.78 1.73 1.22
O 12.281798 18.344406 16.925511 -0.32 -0.63 -0.57 -0.63
O 11.277907 18.428517 15.037973 -0.17 -0.03 -1.04 -0.63
H 8.605283 13.753313 17.584715 -0.44 -0.99 0.44 0.50
H 7.932648 15.055480 15.664856 -0.62 -0.29 -0.17 0.44
H 9.316235 16.884135 14.844905 -0.33 0.30 0.43 0.43
H 12.065761 16.186363 18.024375 0.43 -0.17 0.11 0.77
H 10.741041 14.167759 18.669828 0.64 -0.43 0.42 0.52
C 22.736391 17.333246 14.395046 -0.13 -0.11 0.05 -0.73
C 21.757647 17.573419 15.387873 1.66 1.59 -0.91 -1.11
C 21.851243 18.773823 16.130160 -0.75 -2.23 0.71 -0.15
C 22.947337 19.583515 15.993074 0.21 0.66 -0.32 -0.38
C 23.923221 19.382518 15.041069 -0.16 0.08 -0.94 -0.06
C 23.805672 18.224414 14.231681 -0.38 1.01 1.32 -0.72
N 23.004323 20.858911 16.752408 0.60 0.11 -1.06 1.28
O 22.051736 21.121363 17.436059 -0.46 0.29 0.73 -0.65
O 23.967387 21.591198 16.563737 -0.45 -0.47 0.43 -0.67
H 22.667821 16.461932 13.708032 0.05 0.62 0.75 0.36
H 20.943806 16.901395 15.519684 -0.54 -0.34 0.16 1.13
H 21.109327 18.909343 16.914684 0.14 0.46 -0.23 0.68
H 24.588689 20.264944 14.856956 -0.21 -1.45 0.14 0.40
H 24.579225 18.067012 13.526196 0.38 -0.30 -0.84 0.63
C 17.776298 20.057203 14.099928 -1.47 -0.20 0.66 -0.70
C 18.337112 19.378759 13.066801 1.17 -1.20 -1.77 0.15
C 19.680417 19.616436 12.753372 -0.49 1.12 1.57 -1.08
C 20.384615 20.566614 13.497206 0.27 0.56 0.20 0.37
C 19.817500 21.252967 14.565643 -0.41 -0.28 0.44 -0.41
C 18.489909 20.925271 14.887652 1.52 0.47 -0.95 -0.54
N 21.783685 21.032059 13.129955 -1.27 -0.59 -1.22 1.21
O 22.197079 20.688217 12.020310 -0.01 0.32 1.41 -0.65
O 22.322997 21.789980 13.906606 0.43 -0.33 -0.43 -0.61
H 16.721142 19.882880 14.292985 0.08 0.10 0.23 0.38
H 17.788804 18.635657 12.433523 0.40 0.88 0.76 0.25
H 20.144832 19.081640 12.000227 0.92 -0.81 -1.50 0.73
H 20.396579 22.001920 15.143296 -0.53 -0.70 -0.53 0.39
H 18.017060 21.422833 15.675381 -0.60 0.61 1.15 0.51
C 15.825610 12.838892 8.899492 -2.49 0.84 1.29 -0.45
C 14.943772 13.725150 9.543239 0.43 0.44 0.19 -0.50
C 15.466105 14.926874 10.060924 -1.54 -0.43 0.50 0.01
C 16.803715 15.219137 9.958253 0.84 -1.00 -1.40 -0.14
C 17.651894 14.308063 9.294320 -0.44 0.97 0.51 -0.40
C 17.147946 13.090364 8.853324 2.01 0.04 -0.57 -0.48
N 17.288404 16.540066 10.448934 -2.46 -0.89 0.18 1.21
O 18.421101 16.852276 10.403540 3.06 -0.10 -0.58 -0.65
O 16.436143 17.254124 10.928954 -0.95 0.48 0.37 -0.65
H 15.368931 11.984224 8.488057 -0.06 -1.19 -0.44 0.46
H 13.873460 13.459502 9.685939 0.97 0.40 -0.24 0.31
H 14.807581 15.628420 10.570455 0.16 -0.19 -0.12 0.43
H 18.642786 14.616428 9.038154 0.64 -0.07 0.31 0.50
H 17.814675 12.326088 8.428901 -0.19 0.64 0.02 0.39
C 23.957258 17.224930 19.130441 -0.08 1.98 -0.31 -0.56
C 25.097207 17.765228 18.432598 -1.67 -0.74 1.11 -0.53
C 25.545210 17.091060 17.315690 -0.17 -0.01 -0.47 -0.46
C 24.787419 16.010005 16.919447 -0.39 -0.27 -0.05 -0.03
C 23.628812 15.537325 17.492849 -0.48 -1.57 -1.11 -0.19
C 23.236033 16.120933 18.660249 -1.84 0.88 1.34 -0.03
N 25.219818 15.310909 15.756678 0.75 -3.15 -2.46 1.07
O 24.445471 14.444127 15.235880 1.75 2.35 0.96 -0.63
O 26.390682 15.463244 15.373740 -1.83 0.06 0.28 -0.63
H 23.476578 17.928577 19.884671 0.84 -1.38 -0.65 0.31
H 25.442016 18.722436 18.798414 0.47 -0.11 -0.24 0.45
H 26.317493 17.307524 16.574088 0.13 0.57 0.88 0.51
H 23.081310 14.718641 16.921217 0.72 1.22 1.23 0.45
H 22.218320 15.874413 19.114448 1.72 0.22 -0.49 0.25
C 14.058157 16.234612 14.518802 0.67 -0.82 0.28 -0.76
C 13.852201 15.114145 15.363813 -1.11 1.97 -1.01 -0.16
C 14.858295 14.256036 15.709015 -0.81 0.12 0.10 -1.18
C 16.127068 14.557348 15.295490 0.20 0.84 -0.23 0.61
C 16.407680 15.679318 14.502482 -0.53 -0.10 -0.59 -1.28
C 15.341620 16.479656 14.022184 0.20 -0.68 0.86 -0.63
N 17.194183 13.763121 15.876276 1.49 0.16 0.02 1.49
O 16.997273 12.589789 16.158568 -0.05 0.69 -0.17 -0.64
O 18.262140 14.355515 16.067199 -0.83 -0.70 -0.19 -0.57
H 13.239850 16.909665 14.265242 0.16 -0.32 0.01 0.54
H 12.843569 15.047737 15.754385 0.18 -0.61 0.07 0.27
H 14.609233 13.442592 16.354200 0.28 -0.57 0.33 0.85
H 17.427296 15.864910 14.177208 -0.14 0.09 0.27 0.82
H 15.502994 17.302282 13.330668 0.22 -0.15 0.17 0.59
```
Positions in Å, forces in eV/Å.